No. 1
# C12H20ClN4O6P2

A cluster of 2 separate species, C12H20ClN4O6P2 in total (the ωB97M-V functional and the def2-TZVPD basis, the OMol25 dataset).

CARTESIAN COORDINATES (ANGSTROEM)
N 6.49 -0.47 -1.40
C 5.39 0.27 -1.49
N 4.17 0.01 -1.01
C 3.45 1.08 -1.35
C 2.01 1.40 -1.08
O 1.18 0.25 -1.28
C -0.12 0.72 -1.55
C -0.64 0.66 -2.81
C -1.92 1.18 -3.00
C -2.61 1.73 -1.95
C -2.09 1.75 -0.67
C -0.82 1.24 -0.47
N 4.18 1.97 -2.04
P 3.75 3.56 -2.75
O 4.37 4.62 -1.68
Cl 4.89 3.62 -4.47
N 5.45 1.47 -2.12
H 7.31 -0.24 -1.94
H 6.56 -1.24 -0.76
H 1.90 1.69 -0.02
H 1.63 2.19 -1.74
H -0.05 0.22 -3.61
H -2.36 1.16 -3.99
H -3.61 2.15 -2.11
H -2.64 2.16 0.18
H -0.39 1.26 0.53
H 4.28 4.24 -0.79
H 6.22 1.95 -2.57
C -1.85 -3.65 1.30
O -2.89 -2.70 1.06
P -3.26 -1.66 2.33
O -1.82 -1.31 2.64
O -3.87 -2.87 3.24
C -4.98 -3.63 2.73
O -3.92 -0.49 3.34
C -3.31 -0.31 4.61
H -2.00 -4.47 0.59
H -0.88 -3.19 1.12
H -1.89 -4.05 2.31
H -4.65 -4.65 2.52
H -5.40 -3.20 1.82
H -5.76 -3.66 3.50
H -2.42 0.31 4.51
H -3.05 -1.26 5.07
H -4.03 0.21 5.24

Properties
- total charge = +1
- Kohn-Sham gap (eV) = 7.5

***

No. 2
# C25H44Cl4MgN3O6Si

A structure of composition C25H44Cl4MgN3O6Si (the ωB97M-V functional and the def2-TZVPD basis, the OMol25 dataset).

CARTESIAN COORDINATES (ANGSTROEM)
C 2.99 -2.48 -2.67
C 2.41 -1.76 -3.83
H 2.77 -3.55 -2.75
H 2.56 -2.09 -1.74
H 4.09 -2.38 -2.61
C 2.41 -2.22 -5.10
C 3.07 -3.49 -5.51
H 1.99 -1.62 -5.90
H 2.72 -4.34 -4.91
H 4.17 -3.45 -5.46
H 2.79 -3.68 -6.55
Mg 0.04 0.16 2.21
Cl 2.12 -0.15 1.01
C -0.44 2.96 1.65
O -0.95 1.82 1.79
N -1.07 3.94 1.01
C -2.42 3.74 0.48
C -0.30 5.06 0.52
H 0.56 3.17 2.09
H -3.06 3.30 1.26
H -2.43 3.08 -0.41
H -2.79 4.73 0.19
H 0.54 5.22 1.20
H -0.92 5.97 0.48
H 0.09 4.88 -0.50
H -3.31 2.02 6.32
H -1.62 1.37 8.09
C -3.23 0.98 5.94
C -1.53 0.39 7.62
N -1.91 0.45 6.22
H -3.42 0.96 4.86
C -1.12 0.00 5.24
O -1.37 0.05 4.02
H -0.49 0.07 7.66
H -0.19 -0.45 5.62
H -3.98 0.38 6.48
H -2.16 -0.31 8.17
H -0.20 -5.51 2.71
H 0.36 -3.39 0.57
C -1.22 -5.27 2.39
C -0.58 -3.97 0.45
N -1.23 -3.99 1.74
H -1.88 -5.27 3.25
C -0.97 -2.83 2.50
O -0.94 -1.68 2.01
H -1.20 -3.49 -0.32
H -1.40 -2.94 3.53
H -1.55 -6.05 1.69
H -0.38 -5.02 0.16
O 0.80 -0.64 -2.42
C 1.75 -0.41 -3.46
C 0.18 -0.11 -5.48
C 1.23 0.36 -4.68
H -0.29 -1.07 -5.22
C -0.24 0.62 -6.60
H 2.54 0.18 -2.98
C 1.90 1.54 -5.05
H -1.06 0.22 -7.21
C 0.39 1.82 -6.93
C 1.49 2.26 -6.18
H 2.74 1.84 -4.43
H 0.02 2.41 -7.76
H 2.04 3.15 -6.48
Si -0.66 0.14 -2.10
Cl 1.09 -3.18 3.13
C -1.99 -0.55 -3.22
C -0.52 2.01 -2.33
C -1.09 -0.30 -0.38
H -1.94 -0.14 -4.24
H -2.96 -0.28 -2.78
H -1.90 -1.65 -3.28
H -1.37 -1.35 -0.20
H -1.86 0.34 0.05
H -0.13 -0.12 0.15
H -0.34 2.28 -3.38
H 0.28 2.43 -1.71
H -1.49 2.45 -2.03
Cl 1.84 0.83 6.64
C 2.62 1.85 5.42
Cl 4.20 1.24 4.97
C 1.75 1.86 4.11
O 1.61 3.02 3.66
O 1.30 0.76 3.72
H 2.66 2.87 5.80

Properties
- total charge = -1
- Kohn-Sham gap (eV) = 7.2

***

No. 3
# C30H86O13

A cluster of 13 separate species, C30H86O13 in total (the ωB97M-V functional and the def2-TZVPD basis, the OMol25 dataset).

CARTESIAN COORDINATES (ANGSTROEM)
O 3.90 0.20 -0.38
H 3.14 -0.09 0.17
H 4.10 -0.57 -0.93
O -1.79 -0.30 3.94
H -0.84 -0.35 3.78
H -1.96 0.66 4.02
O -2.16 -4.82 1.34
H -2.15 -4.18 0.62
H -2.73 -5.52 1.02
C 0.22 0.81 -0.58
C 0.26 -0.23 0.51
C -0.96 -1.13 0.61
O 1.42 -1.08 0.30
H -0.13 0.38 -1.53
H 1.12 1.41 -0.66
H -0.61 1.48 -0.35
H 0.44 0.31 1.44
H -1.88 -0.54 0.59
H -1.01 -1.73 1.52
H -1.01 -1.78 -0.27
H 1.37 -1.43 -0.61
C -0.68 -2.49 -3.47
C 0.25 -3.25 -2.54
C 0.73 -4.61 -3.03
O 1.39 -2.40 -2.32
H -0.93 -1.54 -3.00
H -1.63 -3.02 -3.63
H -0.26 -2.27 -4.46
H -0.39 -3.33 -1.65
H -0.02 -5.33 -3.35
H 1.32 -5.03 -2.21
H 1.43 -4.48 -3.87
H 2.16 -2.92 -2.60
C 3.60 5.35 -0.36
C 2.97 3.99 -0.17
C 1.82 3.99 0.82
O 2.46 3.53 -1.46
H 4.20 5.64 0.50
H 2.89 6.11 -0.68
H 4.30 5.37 -1.21
H 3.68 3.20 0.12
H 1.25 3.06 0.85
H 1.16 4.84 0.63
H 2.25 4.06 1.82
H 3.17 2.97 -1.78
C 2.98 0.64 3.68
C 4.30 0.13 4.25
C 5.36 0.17 3.15
O 4.66 0.90 5.38
H 2.64 0.12 2.79
H 3.18 1.67 3.33
H 2.27 0.82 4.49
H 4.22 -0.93 4.50
H 5.63 1.17 2.83
H 4.91 -0.34 2.29
H 6.29 -0.35 3.38
H 4.71 0.37 6.17
C 1.63 1.17 -4.01
C 2.57 0.48 -5.00
C 4.06 0.59 -4.73
O 2.23 -0.93 -4.93
H 1.80 2.25 -3.98
H 1.75 0.81 -2.99
H 0.62 0.94 -4.34
H 2.30 0.79 -6.01
H 4.45 0.00 -3.91
H 4.37 1.64 -4.58
H 4.63 0.37 -5.64
H 2.13 -1.14 -4.00
C -2.73 1.15 -3.57
C -3.26 1.99 -2.43
C -2.56 3.36 -2.42
O -4.66 2.24 -2.60
H -2.64 1.67 -4.52
H -3.14 0.15 -3.66
H -1.68 0.89 -3.31
H -2.99 1.56 -1.46
H -2.91 4.00 -3.23
H -1.47 3.28 -2.46
H -2.82 3.92 -1.52
H -5.02 2.12 -1.70
C -0.45 4.19 3.24
C -0.03 3.04 4.15
C 0.80 3.56 5.31
O -1.17 2.34 4.64
H -1.01 3.81 2.38
H 0.41 4.75 2.89
H -1.15 4.84 3.78
H 0.52 2.31 3.56
H 0.26 4.31 5.89
H 1.80 3.90 5.04
H 0.96 2.75 6.03
H -1.71 2.89 5.21
C -4.40 0.35 1.42
C -5.30 1.55 1.36
C -4.64 2.80 1.95
O -5.75 1.77 0.03
H -4.82 -0.65 1.56
H -3.67 0.41 2.24
H -3.82 0.38 0.49
H -6.13 1.30 2.04
H -4.03 2.58 2.82
H -5.35 3.58 2.23
H -3.93 3.19 1.20
H -6.64 2.14 0.08
C -5.23 -4.73 -3.03
C -3.99 -4.37 -2.19
C -3.99 -2.91 -1.75
O -3.93 -5.22 -1.04
H -6.17 -4.57 -2.50
H -5.14 -5.81 -3.15
H -5.21 -4.24 -4.00
H -3.17 -4.63 -2.85
H -3.03 -2.55 -1.36
H -4.74 -2.65 -1.00
H -4.11 -2.18 -2.56
H -4.79 -5.07 -0.62
C 1.25 -4.25 1.81
C 2.63 -3.66 2.21
C 3.54 -3.55 0.99
O 2.38 -2.38 2.80
H 1.41 -5.13 1.17
H 0.88 -3.50 1.11
H 0.59 -4.54 2.62
H 3.07 -4.29 2.98
H 3.96 -4.53 0.76
H 4.34 -2.85 1.21
H 3.00 -3.20 0.11
H 2.01 -1.89 2.05

Properties
- Kohn-Sham gap (eV) = 10.2

***

No. 4
# C4H12NO2

A cluster of 2 separate species, C4H12NO2 in total (the ωB97M-V functional and the def2-TZVPD basis, the OMol25 dataset).

CARTESIAN COORDINATES (ANGSTROEM)
C -0.09 0.42 -1.51
C -1.14 -0.43 -0.78
C -0.78 -1.52 0.23
C 0.65 -2.01 0.23
O 1.58 -1.27 -0.02
N 0.69 1.28 -0.55
H 0.65 -0.17 -2.03
H -0.58 1.07 -2.20
H -1.86 0.26 -0.36
H -1.66 -0.81 -1.67
H -0.81 -1.03 1.21
H -1.51 -2.29 0.36
H 0.83 -3.04 0.53
H 1.37 0.71 -0.06
H 0.09 1.64 0.20
H 1.14 2.07 -1.03
H 0.17 2.33 2.64
H 0.98 1.23 2.68
O 0.24 1.54 2.14

Properties
- total charge = +1
- Kohn-Sham gap (eV) = 10.9

***

Number 1: F_max 0.16986 hartree/bohr. Number 2: F_max 0.03942 hartree/bohr. Number 3: F_max 0.04044 hartree/bohr. Number 4: F_max 0.04591 hartree/bohr.